1.
ORCA calculation (wB97M-V/def2-TZVPD) on the molecule C4H3N3.

Geometry as XYZ:
```
10
Properties=species:S:1:pos:R:3:forces:R:3
C -0.3321 1.1262 0.5610 -0.1 2.2 0.1
C -0.6921 -0.1302 1.2057 0.3 -0.4 -0.4
C 0.3716 0.9591 -0.6019 -1.1 -1.8 1.9
C -0.2019 -1.0440 0.3584 0.8 -1.1 -2.7
N 0.5753 -2.4167 -0.9526 -0.2 0.7 1.6
N 0.9762 -1.3859 -1.4247 0.2 -0.7 -1.4
N 0.4098 -0.3970 -0.7524 -0.9 -0.4 2.2
H -0.6093 2.1589 0.8651 0.1 -1.1 0.1
H -1.2092 -0.4078 2.1053 -0.1 0.7 0.2
H 0.7116 1.5374 -1.3639 0.8 2.1 -1.6
```
Forces are in eV/Å.

Properties
relative energy (zero: lowest compared OMol25 entry of this formula, charge and spin): 552.9 kJ/mol
LUMO (alpha / beta): -0.0251 / -0.0249 Ha
multiplicity: 1

***

2.
ORCA calculation (wB97M-V/def2-TZVPD) on the molecule C4H5NO.

Geometry as XYZ:
```
11
Properties=species:S:1:pos:R:3:forces:R:3
C -1.4033 -0.3563 -0.0810 -0.2 0.6 -2.1
C -0.1904 0.8502 -0.4007 -1.8 -1.3 3.3
O 0.0401 0.4600 1.0629 2.1 1.4 1.9
C 1.0950 0.4263 0.1777 0.6 -0.3 0.4
C 1.6979 -0.8434 -0.1905 0.4 -1.1 -0.1
N 2.1884 -1.8447 -0.4933 -0.4 0.9 0.2
H -1.7594 -0.6342 0.9601 1.0 1.1 -1.1
H -2.2324 0.0713 -0.5954 -0.9 -0.5 -0.9
H -0.9943 -1.2671 -0.5083 -0.3 0.0 -0.4
H -0.2287 1.9659 -0.4849 -0.8 -1.1 -0.2
H 1.7870 1.1721 0.5535 0.5 0.2 -1.0
```
Forces are in eV/Å.

Properties
SMILES: C[C@H]1O[C@H]1C#N
relative energy (zero: lowest compared OMol25 entry of this formula, charge and spin): 465.6 kJ/mol
LUMO: 0.0312 Ha
multiplicity: 1

***

3.
ORCA calculation (wB97M-V/def2-TZVPD) on a structure of composition C43H40CoN5O2S2.

Geometry as XYZ:
```
93
Properties=species:S:1:pos:R:3:forces:R:3
Co -1.8143 -0.0670 -0.8769 1.5 -0.7 0.3
C -2.1557 -0.5343 -5.0629 0.0 0.1 -0.1
C -2.7697 0.6532 -5.4175 0.0 -0.1 0.0
C -3.0752 1.5840 -4.4290 0.0 0.1 0.0
C -2.7512 1.2945 -3.1230 0.0 0.0 0.0
N -2.1398 0.1321 -2.7867 -0.1 0.1 -0.1
C -1.8533 -0.7622 -3.7295 0.1 -0.1 0.0
C -3.0731 2.1375 -1.9529 0.1 -0.1 0.0
C -3.7031 3.3661 -1.9298 0.0 0.0 0.0
C -3.9639 3.9518 -0.6962 0.1 -0.1 0.0
C -3.6135 3.3066 0.4849 0.0 0.1 0.0
C -2.9677 2.0904 0.3976 0.2 -0.1 0.0
N -2.7012 1.5594 -0.8025 -0.6 0.3 0.1
C -2.4658 1.2383 1.4934 0.0 0.0 0.0
C -2.6129 1.5093 2.8360 0.0 0.0 0.0
C -2.0819 0.6185 3.7626 0.1 -0.1 0.0
C -1.4008 -0.4962 3.3084 -0.1 0.1 0.1
C -1.2915 -0.7163 1.9426 0.1 -0.1 0.1
N -1.8268 0.1234 1.0573 -0.1 0.2 0.1
H -1.9142 -1.2845 -5.8016 0.0 0.0 0.0
H -3.0218 0.8550 -6.4496 0.0 0.0 0.0
H -3.5730 2.5102 -4.6787 0.0 0.0 0.0
H -1.3853 -1.6801 -3.3975 0.0 0.0 0.1
H -3.9899 3.8577 -2.8479 0.0 0.0 0.0
H -4.4473 4.9186 -0.6548 0.0 0.0 0.0
H -3.8376 3.7506 1.4439 0.0 0.0 0.0
H -3.1466 2.3927 3.1576 0.0 0.0 0.0
H -2.2032 0.7977 4.8224 0.0 0.0 0.0
H -0.9703 -1.2090 3.9972 0.0 0.0 0.0
H -0.7679 -1.5747 1.5357 -0.1 0.0 -0.1
S 0.6508 0.2653 -1.0883 -0.4 -0.1 -0.1
C 1.3305 0.9867 0.3682 -0.1 0.0 0.1
N 2.0161 0.3383 1.3177 -0.2 0.0 -0.1
C 2.4176 1.0938 2.5008 0.0 0.1 0.1
C 2.7082 2.5453 2.1753 0.1 0.0 0.0
N 1.6245 3.1324 1.3960 0.0 0.0 0.0
C 1.4417 4.5809 1.4541 0.0 0.0 0.0
C 1.1226 5.0278 2.8597 0.0 -0.1 0.0
C 1.8881 5.9949 3.4944 0.0 0.0 0.0
C 1.5905 6.3815 4.7957 0.0 0.0 0.0
C 0.5287 5.7986 5.4689 0.0 0.0 0.0
C -0.2423 4.8296 4.8374 0.0 0.0 0.0
C 0.0551 4.4468 3.5399 0.0 0.0 0.0
C 1.1203 2.3743 0.4122 0.0 0.0 0.0
S 0.2705 2.9649 -0.9630 -0.1 0.0 0.0
C 2.4829 -1.0489 1.2148 0.2 0.0 0.0
C 3.9340 -1.0959 0.7935 0.0 0.0 0.1
C 4.9261 -1.3791 1.7248 0.0 0.0 0.0
C 6.2613 -1.3999 1.3434 0.0 0.0 0.0
C 6.6100 -1.1331 0.0286 0.0 0.0 0.0
C 5.6220 -0.8548 -0.9080 0.0 0.0 0.0
C 4.2901 -0.8347 -0.5267 0.0 0.0 0.0
H 3.3217 0.6409 2.9055 0.0 0.0 0.0
H 1.6260 1.0197 3.2544 0.0 0.0 0.0
H 3.6449 2.6232 1.6129 0.0 0.0 0.0
H 2.8154 3.1083 3.1011 0.0 0.0 0.0
H 0.6236 4.8334 0.7778 0.0 0.0 0.0
H 2.3414 5.0832 1.0872 0.0 0.0 0.0
H 2.7196 6.4533 2.9717 0.0 0.0 0.0
H 2.1946 7.1332 5.2853 0.0 0.0 0.0
H 0.3009 6.0968 6.4833 0.0 0.0 0.0
H -1.0747 4.3777 5.3625 0.0 0.0 0.0
H -0.5387 3.6854 3.0427 0.0 0.0 0.0
H 1.8418 -1.5793 0.5201 -0.1 -0.1 -0.1
H 2.3716 -1.5057 2.1996 -0.1 0.0 0.0
H 4.6584 -1.6062 2.7512 0.0 0.0 0.0
H 7.0268 -1.6309 2.0720 0.0 0.0 0.0
H 7.6495 -1.1466 -0.2696 0.0 0.0 0.0
H 5.8914 -0.6607 -1.9377 0.0 0.0 0.0
H 3.5219 -0.6242 -1.2632 0.0 0.0 0.0
C -1.3332 -7.5307 -4.1340 0.1 -0.1 0.1
C -1.2432 -6.3153 -3.2553 0.0 0.0 0.0
C -2.3846 -5.7384 -2.7124 0.0 0.0 0.0
C -2.3246 -4.6089 -1.9068 0.0 0.0 0.0
C -3.6061 -4.0284 -1.3622 0.1 0.0 0.0
C -1.0667 -4.0726 -1.6085 0.0 0.1 -0.1
C 0.1055 -4.6308 -2.1413 0.0 0.0 0.1
C 1.4703 -4.0572 -1.8516 0.0 -0.1 0.1
C -0.0100 -5.7427 -2.9610 0.0 0.0 -0.1
C -0.9340 -2.8911 -0.7066 0.1 -0.2 0.3
O -0.1700 -2.8570 0.2360 0.2 0.1 0.0
O -1.7097 -1.8724 -1.0442 -0.5 0.3 -0.5
H -2.3312 -7.6496 -4.5511 0.0 0.0 0.0
H -1.1055 -8.4300 -3.5571 0.0 0.0 0.0
H -0.6118 -7.4807 -4.9485 0.0 0.0 0.0
H -3.3507 -6.1838 -2.9210 0.0 0.0 0.0
H -4.4233 -4.7354 -1.4893 0.0 0.0 0.0
H -3.8721 -3.1098 -1.8877 0.0 0.0 0.0
H -3.5232 -3.7897 -0.3007 0.0 0.0 0.0
H 1.4915 -2.9719 -1.9784 0.0 0.0 0.0
H 2.2148 -4.4938 -2.5143 0.0 0.0 0.0
H 1.7640 -4.2651 -0.8225 0.0 0.0 0.0
H 0.8871 -6.1846 -3.3803 0.0 0.0 0.0
```
Forces are in eV/Å.

Properties
total charge: +2
relative energy (zero: lowest compared OMol25 entry of this formula, charge and spin): 15.4 kJ/mol
LUMO (alpha / beta): -0.2444 / -0.2837 Ha
expectation value of S²: 6.0394
multiplicity: 5

***

4.
ORCA calculation (wB97M-V/def2-TZVPD) on a cluster of 3 separate species, C7H17NO2 in total.

Geometry as XYZ:
```
27
Properties=species:S:1:pos:R:3:forces:R:3
H 0.4698 0.1625 0.8094 -3.5 0.1 2.0
N -0.3250 0.2247 1.6423 3.5 -0.2 -0.8
C -1.2944 -0.5517 1.8027 -0.8 0.1 -0.8
C -2.0014 -0.5991 3.1282 -0.1 0.2 0.0
C -1.9767 -1.3637 0.7068 0.5 -0.6 0.1
O -1.2105 -1.5029 -0.4638 0.0 0.0 0.0
H -1.5245 0.0890 3.8205 0.0 0.0 0.0
H -3.0522 -0.3327 3.0127 -0.1 0.0 0.0
H -1.9651 -1.6101 3.5359 0.0 0.0 0.0
H -2.2324 -2.3556 1.1121 -0.1 0.1 0.0
H -2.9141 -0.8742 0.4210 0.1 0.1 0.2
H -0.2793 -1.5573 -0.2089 0.0 0.0 -0.2
C 2.2120 0.5407 0.1925 1.4 -0.7 -1.6
C 2.0011 -0.0047 -1.0315 0.7 0.3 1.4
C 2.3597 0.6316 -2.3346 -0.4 0.0 0.0
O 1.5341 -1.2902 -1.0952 0.1 0.1 -0.2
H 2.3834 -0.0930 1.0506 -0.6 -0.1 0.2
H 2.6975 1.5007 0.2454 -0.2 0.3 -0.1
H 3.2171 0.1170 -2.7732 0.0 0.0 0.1
H 1.5309 0.5643 -3.0387 -0.1 0.0 -0.1
H 2.6144 1.6767 -2.1997 0.0 0.1 0.0
H 1.3110 -1.5076 -2.0096 0.0 0.0 0.1
C -0.6835 1.6170 -1.2780 -0.8 0.4 1.0
H 0.1621 2.1927 -1.6282 0.2 0.0 -0.1
H -0.7730 0.6428 -1.7424 0.2 -0.1 0.0
H -1.5924 2.1675 -1.5062 -0.1 0.1 -0.2
H -0.6690 1.5154 -0.1700 0.2 0.1 -1.0
```
Forces are in eV/Å.

Properties
SMILES: [H]/N=C(/C)CO.C=C(C)O.C
relative energy (zero: lowest compared OMol25 entry of this formula, charge and spin): 294.1 kJ/mol
LUMO: 0.0244 Ha
multiplicity: 1

***

Question: Among the records above, which one has the highest relative energy (zero: lowest compared OMol25 entry of this formula, charge and spin)?
Answer: C4H3N3